Here is C6H12O2 in the gas phase at a distorted geometry from the Open Molecules 2025 dataset. Energies are from ωB97M-V/def2-TZVPD.

Properties
LUMO energy: 0.72 eV
Largest force on an atom: 0.124 hartree/bohr
Highest occupied orbital energy: -8.89 eV
ΔE to the lowest compared entry with this formula, charge and spin: 83.69 kcal per mole
DFT total energy: -386.18679 Ha

```
! wB97M-V def2-TZVPD RIJCOSX def2/J DEFGRID3
* xyz 0 1
C -1.46 -0.43 0.29
C -0.11 -0.08 -0.02
C 0.26 1.15 -0.82
C -0.98 2.10 -0.91
O 0.63 0.76 -2.13
C 1.02 -0.95 0.45
C 0.68 -2.18 1.16
O 1.80 -0.06 1.38
H -1.61 -0.87 1.18
H -2.34 -0.28 -0.22
H 1.19 1.60 -0.26
H -0.56 3.08 -1.13
H -1.60 2.24 0.07
H -1.59 1.83 -1.79
H -0.13 0.24 -2.43
H 1.68 -1.16 -0.49
H 1.58 -2.77 1.28
H 0.13 -1.88 2.03
H 0.18 -2.79 0.41
H 1.23 0.47 1.95
*
```

=====

Here is C6H12O2 in the gas phase from the Open Molecules 2025 dataset. Energies are from ωB97M-V/def2-TZVPD.

Properties
LUMO energy: 0.32 eV
Largest force on an atom: 0.007 hartree/bohr
Highest occupied orbital energy: -8.05 eV
ΔE to the lowest compared entry with this formula, charge and spin: 83.31 kcal per mole
DFT total energy: -386.18739 Ha

```
! wB97M-V def2-TZVPD RIJCOSX def2/J DEFGRID3
* xyz 0 1
C -0.43 0.36 0.15
C 0.27 -0.92 0.00
C -1.60 0.33 1.13
C -0.74 1.13 -1.13
C 1.26 -1.13 -1.09
C 0.95 0.91 0.86
O -0.23 -1.98 0.65
O 1.76 1.59 0.18
H 0.37 -2.74 0.57
H 1.37 -0.23 1.14
H 0.66 1.18 1.89
H -1.33 -0.16 2.07
H -1.91 1.35 1.34
H -2.45 -0.22 0.71
H 0.17 1.34 -1.69
H -1.19 2.09 -0.88
H -1.44 0.58 -1.76
H 1.93 -0.26 -1.13
H 1.84 -2.04 -0.94
H 0.74 -1.20 -2.05
*
```

=====

Here is 2 unconnected molecules or ions with the total composition C6H12O2 at a distorted geometry from the Open Molecules 2025 dataset. Energies are from ωB97M-V/def2-TZVPD.

Properties
LUMO energy: 0.70 eV
Largest force on an atom: 0.065 hartree/bohr
Highest occupied orbital energy: -9.76 eV
ΔE to the lowest compared entry with this formula, charge and spin: 48.94 kcal per mole
DFT total energy: -386.24216 Ha

```
! wB97M-V def2-TZVPD RIJCOSX def2/J DEFGRID3
* xyz 0 1
C 8.26 2.88 -5.26
C 9.71 3.18 -5.73
C 9.90 4.67 -5.83
O 10.65 5.10 -6.70
H 7.42 2.99 -5.97
H 8.10 3.57 -4.41
H 8.26 1.85 -4.87
H 10.50 2.95 -5.00
H 9.98 2.70 -6.69
H 9.35 5.29 -5.08
C 3.54 -1.53 -1.50
C 3.77 -2.65 -2.58
C 4.77 -3.71 -2.19
O 5.67 -3.45 -1.38
H 2.94 -0.68 -1.86
H 4.53 -1.17 -1.18
H 3.03 -1.97 -0.62
H 2.78 -3.14 -2.72
H 4.02 -2.14 -3.53
H 4.72 -4.70 -2.70
*
```

=====

Here is 2 unconnected molecules or ions with the total composition C6H12O2 at a distorted geometry from the Open Molecules 2025 dataset. Energies are from ωB97M-V/def2-TZVPD.

Properties
LUMO energy: 0.90 eV
Largest force on an atom: 0.026 hartree/bohr
Highest occupied orbital energy: -9.77 eV
ΔE to the lowest compared entry with this formula, charge and spin: 51.17 kcal per mole
DFT total energy: -386.23862 Ha

```
! wB97M-V def2-TZVPD RIJCOSX def2/J DEFGRID3
* xyz 0 1
C 1.37 -3.14 0.20
C 0.86 -1.98 -0.17
C 1.42 -0.61 0.18
C 1.07 -0.18 1.62
C -0.07 0.82 1.70
C 0.00 2.02 0.78
O -0.92 2.79 0.67
H 2.19 -3.38 0.86
H 0.89 -4.00 -0.26
H -0.03 -1.94 -0.79
H 1.02 0.12 -0.51
H 2.50 -0.68 0.07
H 0.91 -1.06 2.24
H 1.94 0.33 2.05
H -0.13 1.24 2.68
H -1.04 0.32 1.60
H 0.98 2.19 0.32
O -4.07 2.08 -4.48
H -3.92 2.87 -3.96
H -4.97 2.19 -4.79
*
```

=====

Here is 2 unconnected molecules or ions with the total composition C6H12O3 at a distorted geometry from the Open Molecules 2025 dataset. Energies are from ωB97M-V/def2-TZVPD.

Properties
LUMO energy: 0.56 eV
Largest force on an atom: 0.077 hartree/bohr
Highest occupied orbital energy: -9.90 eV
ΔE to the lowest compared entry with this formula, charge and spin: 52.14 kcal per mole
DFT total energy: -461.48284 Ha

```
! wB97M-V def2-TZVPD RIJCOSX def2/J DEFGRID3
* xyz 0 1
C -2.25 0.66 -1.03
C -1.64 -0.04 -0.06
C -2.27 -0.28 1.27
C -0.37 -0.94 -0.40
O -0.11 -1.95 0.24
O -0.02 -0.84 -1.72
H -3.19 1.17 -0.85
H -1.90 0.66 -2.06
H -2.17 0.61 1.90
H -3.33 -0.53 1.19
H -1.80 -1.11 1.82
H 0.47 -1.66 -1.90
C 2.69 -0.21 0.34
C 1.59 0.81 0.44
O 1.75 1.83 -0.52
H 2.53 -1.03 1.04
H 2.76 -0.61 -0.67
H 3.66 0.25 0.55
H 1.59 1.28 1.43
H 0.41 0.50 0.37
H 1.61 1.43 -1.39
*
```

=====

Here is a molecular structure, C6H12O3 at a distorted geometry from the Open Molecules 2025 dataset. Energies are from ωB97M-V/def2-TZVPD.

Properties
LUMO energy: 0.82 eV
Largest force on an atom: 0.056 hartree/bohr
Highest occupied orbital energy: -8.69 eV
ΔE to the lowest compared entry with this formula, charge and spin: 105.20 kcal per mole
DFT total energy: -461.39830 Ha

```
! wB97M-V def2-TZVPD RIJCOSX def2/J DEFGRID3
* xyz 0 1
C -0.80 -0.43 0.80
C 0.27 -0.23 -0.23
C 2.89 0.69 0.00
C 0.73 -1.45 -0.93
C -2.28 1.55 -0.01
C -2.14 0.08 0.24
O 1.61 0.75 0.58
O -0.91 -1.75 1.27
O -3.03 -0.72 0.04
H -1.78 -2.09 0.98
H -0.54 0.23 1.64
H 0.71 0.92 -0.39
H 2.91 1.18 -0.97
H 3.58 1.20 0.68
H 3.25 -0.34 -0.12
H 1.05 -2.23 -0.23
H -0.14 -1.86 -1.45
H 1.51 -1.26 -1.66
H -3.32 1.81 -0.16
H -1.86 2.12 0.82
H -1.72 1.83 -0.90
*
```

=====

Here is 2 unconnected molecules or ions with the total composition C6H12O3 at a distorted geometry from the Open Molecules 2025 dataset. Energies are from ωB97M-V/def2-TZVPD.

Properties
LUMO energy: -0.32 eV
Largest force on an atom: 0.061 hartree/bohr
Highest occupied orbital energy: -8.44 eV
ΔE to the lowest compared entry with this formula, charge and spin: 103.21 kcal per mole
DFT total energy: -461.40146 Ha

```
! wB97M-V def2-TZVPD RIJCOSX def2/J DEFGRID3
* xyz 0 1
C 2.46 0.43 -0.84
O 1.58 -0.46 -0.16
C 1.09 -0.03 1.06
O 0.62 -0.99 1.81
C -0.12 1.24 0.88
O 0.03 2.16 0.11
H 1.94 1.33 -1.17
H 2.83 -0.12 -1.70
H 3.30 0.71 -0.20
H 1.78 0.64 1.60
H -0.43 -1.29 1.38
H -0.57 1.38 1.88
C -1.72 -1.31 0.68
C -1.70 -0.16 -0.09
C -1.29 -0.15 -1.52
H -2.40 -1.37 1.53
H -1.52 -2.26 0.19
H -2.31 0.68 0.24
H -0.55 -0.93 -1.72
H -2.17 -0.31 -2.16
H -0.85 0.81 -1.79
*
```

=====

Here is C6H12O3S3 in the gas phase at a distorted geometry from the Open Molecules 2025 dataset. Energies are from ωB97M-V/def2-TZVPD.

Properties
LUMO energy: 0.29 eV
Largest force on an atom: 0.029 hartree/bohr
Highest occupied orbital energy: -9.29 eV
ΔE to the lowest compared entry with this formula, charge and spin: 0.00 kcal per mole
DFT total energy: -1655.98127 Ha

```
! wB97M-V def2-TZVPD RIJCOSX def2/J DEFGRID3
* xyz 0 1
O -0.20 -2.99 0.17
O -1.12 1.23 -2.69
O 2.52 1.26 1.07
S 0.54 -2.01 -0.62
S 0.01 0.40 -2.24
S 2.14 0.49 -0.13
C -1.98 -0.63 -0.45
C 0.66 -0.88 1.95
C -0.09 2.11 0.10
C -0.78 -1.01 -1.34
C 1.45 -1.03 0.62
C 0.79 1.41 -0.93
H -2.44 -1.52 0.03
H -2.74 -0.16 -1.05
H -1.68 0.13 0.26
H -0.36 -0.53 1.83
H 1.23 -0.23 2.65
H 0.56 -1.86 2.43
H -0.29 1.45 0.94
H 0.47 2.99 0.52
H -1.03 2.47 -0.34
H -1.26 -1.65 -2.11
H 2.34 -1.65 0.86
H 1.25 2.21 -1.50
*
```